Entry from the OMol25 dataset: 8 unconnected molecules or ions with the total composition C24H28F2N6 in a non-equilibrium geometry (wB97M-V/def2-TZVPD).

Each line ends with the Löwdin charge.
Cartesian coordinates (Å):
F (-2.50, -2.29, 0.65)  -0.012
F (-0.02, 0.35, 2.86)  0.029
N (0.60, 3.38, 5.19)  0.139
N (0.45, -1.33, -2.01)  0.201
N (-2.39, 2.31, -4.16)  0.128
N (0.78, -2.66, 4.13)  0.127
N (2.08, 3.41, -3.92)  0.145
N (3.62, -0.96, -3.54)  0.127
C (-0.84, 0.22, -4.47)  -0.085
C (-0.38, 3.14, 4.64)  -0.287
C (1.12, 4.01, -3.83)  -0.299
C (0.14, 1.18, 1.80)  -0.315
C (0.62, -1.79, 4.83)  -0.263
C (1.22, 2.95, 0.70)  -0.076
C (0.41, -0.67, 5.82)  -0.059
C (0.75, -1.61, -0.94)  -0.280
C (0.52, 2.68, -0.48)  -0.102
C (-0.37, 1.60, -0.56)  -0.039
C (1.07, 2.22, 1.86)  -0.015
C (-1.58, 2.85, 3.84)  -0.061
C (-1.35, -4.73, -1.82)  -0.075
C (-1.20, -5.88, -0.99)  -0.081
C (-0.11, 4.79, -3.73)  -0.076
C (1.08, -1.92, 0.42)  -0.044
C (-1.83, -4.60, 0.94)  -0.026
C (-2.03, -3.50, 0.10)  -0.237
C (-1.69, 1.38, -4.27)  -0.267
C (-1.42, -5.83, 0.40)  -0.067
C (-1.81, -3.53, -1.30)  -0.038
C (3.03, 0.63, -1.54)  -0.072
C (3.34, -0.29, -2.67)  -0.294
C (-0.59, 0.90, 0.68)  -0.018
H (-0.85, -6.81, -1.39)  0.095
H (-2.06, -2.68, -1.91)  0.103
H (-1.23, -4.84, -2.88)  0.103
H (3.67, 1.51, -1.47)  0.086
H (0.17, -2.13, 0.97)  0.071
H (0.03, 5.85, -3.52)  0.084
H (0.30, 0.38, 5.52)  0.048
H (-0.39, -0.88, 6.52)  0.076
H (-0.64, 0.00, -5.52)  0.089
H (-1.21, -6.70, 1.01)  0.102
H (1.61, 2.43, 2.77)  0.108
H (-1.15, -0.71, -4.00)  0.057
H (-1.28, 0.07, 0.64)  0.108
H (0.74, 3.25, -1.36)  0.070
H (-2.07, -4.38, 1.97)  0.114
H (-0.80, 1.28, -1.49)  0.087
H (-1.73, 1.78, 3.72)  0.072
H (1.93, 3.76, 0.61)  0.111
H (-1.56, 3.32, 2.86)  0.090
H (1.28, -0.62, 6.47)  0.076
H (1.76, -2.77, 0.35)  0.104
H (-0.80, 4.31, -3.03)  0.057
H (2.01, 1.03, -1.61)  0.030
H (0.10, 0.45, -3.96)  0.053
H (1.55, -1.08, 0.94)  0.077
H (2.97, 0.02, -0.65)  0.061
H (-2.43, 3.12, 4.47)  0.084
H (-0.65, 4.65, -4.67)  0.075

ΔE to the lowest compared entry with this formula, charge and spin: 0.564 eV
HOMO energy: -9.47 eV